1.
This record from OMol25 describes 2 unconnected molecules or ions with the total composition C3H8NO3 in a non-equilibrium geometry. The level of theory is ωB97M-V with the def2-TZVPD basis set.

Each line ends with the natural charge from an NBO analysis.
Cartesian coordinates (Å):
C (-1.618, -0.612, 0.973)  0.527
N (-0.910, -0.317, -0.134)  -0.621
C (0.531, -0.122, -0.082)  -0.264
C (1.217, -1.074, -1.182)  0.002
O (2.528, -0.864, -1.157)  -0.945
O (-2.689, -1.190, 1.027)  -0.660
H (-1.087, -0.277, 1.880)  0.097
H (-1.283, -0.600, -1.029)  0.392
H (1.027, -0.249, 0.875)  0.210
H (0.859, 0.855, -0.442)  0.142
H (0.790, -0.838, -2.206)  0.057
H (0.907, -2.135, -1.006)  0.074
H (0.340, 2.162, 0.282)  0.473
H (-0.790, 2.646, 1.074)  0.456
O (0.180, 2.614, 1.127)  -0.940

Atoms 1-3, force components in eV/Å:
0.2 -0.2 -0.1
-0.1 0.4 1.0
0.6 -0.8 -2.5

Energy above the lowest of the compared OMol25 structures with the same formula, charge and spin, kcal/mol: 62.6
Charge: -1

2.
This record from OMol25 describes 2 unconnected molecules or ions with the total composition C3H8NO3 in a non-equilibrium geometry. The level of theory is ωB97M-V with the def2-TZVPD basis set.

Each line ends with the natural charge from an NBO analysis.
Cartesian coordinates (Å):
O (1.651, -1.301, -1.115)  -0.707
C (0.467, -1.031, -0.893)  0.649
N (0.006, 0.126, -0.470)  -0.657
C (0.995, 1.302, 0.111)  0.172
O (0.314, 2.363, 0.460)  -0.888
C (-0.575, -2.122, -1.211)  -0.712
H (-0.961, 0.240, -0.273)  0.380
H (1.617, 1.466, -0.788)  0.117
H (1.468, 0.696, 0.907)  0.097
H (0.000, -3.038, -1.224)  0.218
H (-1.363, -2.274, -0.470)  0.202
H (-0.947, -1.924, -2.201)  0.212
H (-0.611, 1.550, 3.056)  0.441
H (-0.760, 2.049, 1.631)  0.503
O (-1.301, 1.898, 2.481)  -1.026

Atoms 1-3, force components in eV/Å:
0.2 0.2 0.2
-0.5 -0.9 -0.3
1.3 1.0 0.4

Energy above the lowest of the compared OMol25 structures with the same formula, charge and spin, kcal/mol: 30.9
Charge: -1

3.
This record from OMol25 describes C3H8NO4P in the gas phase in a non-equilibrium geometry. The level of theory is ωB97M-V with the def2-TZVPD basis set.

Each line ends with the natural charge from an NBO analysis.
Cartesian coordinates (Å):
H (3.286, 0.861, -0.154)  0.352
N (2.245, 0.699, -0.029)  -0.701
C (1.951, -0.242, -0.849)  0.406
O (0.682, -0.570, -0.844)  -0.758
P (-0.079, -0.335, 0.604)  2.547
O (0.416, -1.337, 1.550)  -1.080
O (-1.592, -0.653, 0.009)  -0.805
C (-2.027, -1.957, -0.112)  -0.248
O (-0.112, 1.165, 1.164)  -0.785
C (-0.226, 2.347, 0.383)  -0.228
H (2.577, -0.710, -1.573)  0.173
H (-2.241, -2.123, -1.215)  0.170
H (-2.891, -2.189, 0.440)  0.188
H (-1.262, -2.725, -0.034)  0.197
H (-0.126, 2.016, -0.621)  0.182
H (0.579, 2.976, 0.770)  0.205
H (-1.179, 2.776, 0.510)  0.187

Atoms 1-3, force components in eV/Å:
-1.4 0.1 0.5
3.3 -0.9 -1.6
0.6 2.8 1.7

SMILES: [H]/N=C/OP(=O)(OC)OC
Energy above the lowest of the compared OMol25 structures with the same formula, charge and spin, kcal/mol: 0.0

4.
This record from OMol25 describes 2 unconnected molecules or ions with the total composition C3H8NOP in a non-equilibrium geometry. The level of theory is ωB97M-V with the def2-TZVPD basis set.

Each line ends with the natural charge from an NBO analysis.
Cartesian coordinates (Å):
C (0.736, -0.188, 1.643)  -0.610
C (0.718, -0.147, 0.161)  -0.433
C (-0.053, 1.014, -0.508)  -0.092
O (-0.266, 0.708, -1.885)  -0.675
H (1.419, -1.094, 2.087)  0.204
H (1.244, 0.629, 2.093)  0.207
H (-0.236, -0.288, 2.143)  0.200
H (0.358, -1.102, -0.332)  0.200
H (1.839, -0.233, -0.157)  0.205
H (-1.030, 1.221, -0.011)  0.159
H (0.671, 1.869, -0.330)  0.167
H (-1.106, 0.914, -1.667)  0.475
N (-1.997, -1.060, -2.007)  -0.903
P (-2.298, -2.243, -1.230)  0.895

Atoms 1-3, force components in eV/Å:
1.1 -2.9 2.2
1.3 -1.9 -2.0
3.7 0.0 1.9

SMILES: CCCO.N#P
Energy above the lowest of the compared OMol25 structures with the same formula, charge and spin, kcal/mol: 73.2

> Which of these has the lowest energy above the lowest of the compared OMol25 structures with the same formula, charge and spin?

C3H8NO4P